1.
Molecular formula: C52H60IIrN2O3PSe
Method: DFT, the ωB97M-V functional and the def2-TZVPD basis

Structure (XYZ):
```
121
Properties=species:S:1:pos:R:3:mulliken_charge:R:1
Ir 0.37 -0.23 0.64 2.2045
C 5.00 4.98 0.68 -2.0672
C 5.32 3.95 -0.40 2.1668
C 5.57 4.68 -1.73 -1.6193
C 6.59 3.20 0.01 -1.8221
C 4.16 2.97 -0.62 0.0579
C 2.89 3.20 -0.13 -0.8999
C 1.83 2.34 -0.41 0.6740
Se 0.11 3.23 -0.35 0.2970
C -1.08 2.70 1.06 0.0386
C -1.37 3.64 2.05 -0.3785
C -2.52 3.52 2.81 -0.0083
C -3.43 2.52 2.43 0.2119
C -3.20 1.58 1.44 -0.7663
C -1.92 1.61 0.84 0.2167
O -1.45 0.62 0.06 -1.2781
C -4.33 0.70 0.89 2.1280
C -5.69 1.09 1.49 -2.2836
C -4.15 -0.80 1.16 -1.1714
C -4.42 0.94 -0.63 -1.6532
C -2.89 4.50 3.92 1.6583
C -1.70 5.39 4.31 -1.9836
C -4.04 5.39 3.46 -1.6672
C -3.32 3.72 5.17 -1.4178
C 2.04 1.15 -1.14 0.1044
O 1.10 0.20 -1.18 -1.2397
C 3.28 1.00 -1.82 0.4422
C 4.30 1.90 -1.50 -0.7558
C 3.60 -0.01 -2.94 2.0352
C 2.41 -0.84 -3.43 -1.9534
C 4.69 -0.98 -2.46 -1.4235
C 4.11 0.77 -4.17 -1.8555
H 5.89 5.59 0.87 0.4497
H 4.72 4.50 1.62 0.3421
H 4.20 5.65 0.38 0.3837
H 6.38 5.41 -1.61 0.4814
H 4.67 5.21 -2.05 0.3515
H 5.86 3.99 -2.52 0.2971
H 7.43 3.90 0.05 0.5992
H 6.86 2.41 -0.70 0.2200
H 6.48 2.75 1.00 0.6884
H 2.67 4.09 0.45 0.5424
H -0.70 4.47 2.18 0.4180
H -4.39 2.51 2.93 0.5108
H -5.73 0.90 2.57 0.4058
H -6.47 0.49 1.02 0.4636
H -5.92 2.14 1.32 0.3992
H -4.18 -1.00 2.23 0.1823
H -3.23 -1.19 0.74 -0.1137
H -4.98 -1.35 0.70 0.6669
H -4.62 2.00 -0.83 0.3710
H -5.23 0.35 -1.05 0.4597
H -3.50 0.68 -1.14 0.2210
H -1.41 6.05 3.49 0.3715
H -0.83 4.79 4.58 0.3482
H -1.97 6.01 5.16 0.4447
H -3.75 5.98 2.58 0.3576
H -4.34 6.08 4.25 0.4658
H -4.92 4.80 3.19 0.2909
H -2.54 3.04 5.50 0.1888
H -4.23 3.14 5.00 0.2725
H -3.54 4.41 5.99 0.4985
H 5.25 1.76 -1.99 0.2848
H 2.05 -1.50 -2.65 0.2664
H 2.74 -1.44 -4.27 0.5574
H 1.58 -0.21 -3.75 0.4346
H 4.35 -1.54 -1.59 0.0692
H 5.61 -0.45 -2.18 0.2752
H 4.93 -1.69 -3.25 0.5202
H 3.34 1.46 -4.52 0.3932
H 4.33 0.07 -4.97 0.5062
H 5.01 1.34 -3.96 0.3043
O -1.60 -1.63 -0.91 -0.8995
N -0.34 -1.77 -0.44 1.2052
C 0.25 -2.81 -0.90 -1.3549
C 1.58 -3.34 -0.66 0.9961
C 1.92 -4.43 -1.47 -0.8221
C 3.16 -5.02 -1.40 -0.9955
C 4.09 -4.54 -0.49 -0.6597
C 3.76 -3.48 0.33 -0.4825
C 2.52 -2.86 0.26 0.3851
P 2.08 -1.55 1.44 1.8377
C 3.66 -0.91 2.04 0.0385
C 4.18 0.23 1.44 -0.2474
C 5.44 0.69 1.78 -0.5681
C 6.18 0.03 2.75 -0.6689
C 5.66 -1.10 3.37 -0.8885
C 4.41 -1.57 3.02 -0.3198
C 1.41 -2.50 2.86 0.6968
C 0.72 -3.69 2.64 -0.8611
C 0.11 -4.35 3.69 -0.8614
C 0.19 -3.84 4.98 -0.7149
C 0.88 -2.65 5.20 -0.8912
C 1.48 -1.98 4.15 -0.7024
H -1.85 -0.68 -0.64 0.1975
H -0.36 -3.36 -1.61 0.6256
H 1.19 -4.79 -2.19 0.4832
H 3.40 -5.86 -2.04 0.4516
H 5.07 -4.99 -0.42 0.4486
H 4.50 -3.11 1.03 0.4297
H 3.61 0.77 0.70 0.2790
H 5.84 1.57 1.29 -0.1345
H 7.16 0.40 3.03 0.4970
H 6.23 -1.61 4.14 0.4560
H 4.03 -2.46 3.49 0.5676
H 0.66 -4.11 1.64 0.2860
H -0.41 -5.28 3.51 0.4902
H -0.28 -4.36 5.80 0.4532
H 0.94 -2.24 6.20 0.4853
H 2.01 -1.06 4.34 0.5050
I 1.49 1.80 2.99 0.4533
C -0.12 0.62 3.53 0.5080
C -0.73 0.72 4.77 -1.0708
C -1.75 -0.16 5.07 -0.6694
C -2.12 -1.11 4.14 -1.3579
C -1.48 -1.14 2.92 -0.7435
N -0.50 -0.27 2.61 0.3650
H -0.39 1.47 5.47 0.6479
H -2.25 -0.10 6.03 0.5571
H -2.91 -1.83 4.34 0.6169
H -1.74 -1.85 2.15 0.7698
```

Computed properties:
Total charge   +1
Relative energy (zero: lowest compared OMol25 entry of this formula, charge and spin)   255.11 kJ/mol
Multiplicity   1
Strongest force on any atom   1.02 eV/A


2.
Molecular formula: C52H60N3OSZr
Method: DFT, the ωB97M-V functional and the def2-TZVPD basis

Structure (XYZ):
```
118
Properties=species:S:1:pos:R:3:mulliken_charge:R:1
Zr -0.73 0.44 -0.68 -1.8617
C 1.36 1.85 -3.84 -1.5149
C 1.01 0.37 -4.00 0.1178
C -0.45 0.11 -3.64 -1.6897
C 2.01 -0.58 -3.35 0.6239
C 3.03 -1.00 -4.19 -0.5735
C 3.98 -1.92 -3.78 -1.6654
C 3.86 -2.49 -2.53 -0.3380
C 2.85 -2.11 -1.65 0.2270
C 2.73 -2.92 -0.36 2.2184
C 2.14 -4.29 -0.70 -1.4706
C 4.05 -3.08 0.39 -1.7586
C 1.96 -1.08 -2.04 0.1155
N 1.03 -0.55 -1.09 1.0086
C 1.50 -0.21 0.18 -0.0294
C 0.66 -0.12 1.31 0.4130
N -0.71 -0.33 1.23 1.7425
C -1.48 -0.87 2.30 -0.2457
C -2.50 -0.13 2.93 0.4079
C -3.24 -0.75 3.93 -1.0691
C -2.96 -2.04 4.36 -1.6531
C -1.94 -2.74 3.76 -0.5397
C -1.21 -2.20 2.71 0.0741
C -0.14 -3.05 2.04 2.2315
C -0.65 -4.46 1.72 -1.5362
C 1.12 -3.13 2.90 -1.4430
C -2.81 1.35 2.70 0.1683
C -3.40 1.71 1.33 -1.2435
C -1.63 2.25 3.06 -0.9228
C 1.47 0.38 2.44 0.1167
C 1.24 0.60 3.77 0.2992
C 2.33 1.04 4.58 -1.4022
C 3.59 1.24 4.08 -1.1012
C 3.85 1.00 2.70 1.5037
C 5.08 1.17 2.01 -1.0572
C 5.16 0.91 0.66 -1.1948
C 4.04 0.45 -0.09 0.2126
C 2.85 0.27 0.56 0.4267
C 2.78 0.56 1.94 -0.9198
H 0.70 2.47 -4.45 0.4776
H 2.39 2.04 -4.14 0.4486
H 1.25 2.17 -2.80 0.1380
H 1.09 0.15 -5.07 0.9226
H -0.74 0.79 -2.83 0.1186
H -0.64 -0.93 -3.37 0.4077
H -1.14 0.40 -4.43 0.5465
H 3.08 -0.60 -5.19 0.4566
H 4.78 -2.23 -4.45 0.4061
H 4.55 -3.27 -2.23 0.4160
H 2.04 -2.42 0.32 -0.9210
H 2.77 -4.82 -1.42 0.4336
H 1.14 -4.20 -1.13 0.2378
H 2.07 -4.91 0.20 0.4304
H 4.77 -3.67 -0.19 0.4398
H 3.89 -3.61 1.33 0.3851
H 4.51 -2.12 0.62 0.2565
H -4.03 -0.18 4.42 0.4289
H -3.54 -2.48 5.17 0.3830
H -1.71 -3.74 4.10 0.4150
H 0.12 -2.59 1.09 -0.8038
H -1.01 -4.98 2.61 0.3944
H 0.15 -5.07 1.30 0.4525
H -1.46 -4.43 1.00 0.0681
H 0.92 -3.64 3.85 0.4348
H 1.52 -2.14 3.13 0.1381
H 1.90 -3.70 2.39 0.4506
H -3.59 1.58 3.42 0.8294
H -2.70 1.48 0.52 0.1537
H -3.59 2.78 1.26 0.5864
H -4.33 1.17 1.15 0.4519
H -0.78 2.12 2.41 -0.3284
H -1.30 2.07 4.09 0.3617
H -1.93 3.30 3.00 0.5768
H 0.27 0.45 4.22 0.7538
H 2.15 1.21 5.63 0.4801
H 4.39 1.58 4.73 0.4857
H 5.96 1.51 2.55 0.4589
H 6.10 1.04 0.15 0.4458
H 4.16 0.24 -1.14 0.4494
C -4.88 -0.03 -3.09 -1.0820
C -4.70 -1.35 -2.35 -0.7066
S -3.82 -1.08 -0.81 0.6454
O -2.40 -0.74 -1.31 -0.6886
C -3.71 -2.74 -0.16 0.4702
C -3.22 -3.80 -1.14 -1.6793
H -5.47 -0.20 -3.99 0.4741
H -3.92 0.38 -3.39 0.0962
H -5.40 0.70 -2.48 0.3487
H -4.13 -2.07 -2.93 0.3714
H -5.66 -1.80 -2.07 0.5204
H -4.72 -2.94 0.21 0.6816
H -3.07 -2.63 0.71 -0.5767
H -3.94 -3.99 -1.93 0.3803
H -3.07 -4.73 -0.60 0.4815
H -2.27 -3.51 -1.59 0.3555
C -3.03 4.59 -3.62 -0.8177
C -1.83 5.14 -3.18 -0.8242
C -1.04 4.49 -2.25 -0.4940
C -1.43 3.25 -1.73 0.4228
C -2.65 2.72 -2.16 0.1145
C -3.43 3.37 -3.10 -0.8978
N -0.63 2.52 -0.84 2.2800
C 0.32 3.28 -0.07 -1.4617
C 1.68 3.05 -0.18 0.8841
C 2.58 3.74 0.62 -0.5365
C 2.13 4.68 1.52 -0.9396
C 0.76 4.94 1.62 -0.9638
C -0.13 4.24 0.83 -0.1963
H -3.64 5.11 -4.35 0.4150
H -1.51 6.10 -3.57 0.4198
H -0.10 4.93 -1.94 0.4809
H -3.03 1.80 -1.72 0.1596
H -4.37 2.93 -3.42 0.3953
H 2.04 2.33 -0.91 -0.0239
H 3.64 3.53 0.53 0.4984
H 2.83 5.23 2.15 0.4444
H 0.40 5.69 2.31 0.4211
H -1.20 4.44 0.90 0.7831
```

Computed properties:
Total charge   +1
Relative energy (zero: lowest compared OMol25 entry of this formula, charge and spin)   0.00 kJ/mol
Multiplicity   1
Strongest force on any atom   0.48 eV/A


3.
Molecular formula: C52H64N2NbO7
Method: DFT, the ωB97M-V functional and the def2-TZVPD basis

Structure (XYZ):
```
126
Properties=species:S:1:pos:R:3:mulliken_charge:R:1
C 7.36 0.92 4.27 -1.1903
C 6.55 1.14 2.91 -0.3137
C 5.03 0.66 2.94 -0.5626
C 4.79 -0.92 2.90 0.0001
C 5.55 -1.74 1.77 0.7734
Nb 4.60 -1.95 -0.28 -1.9362
C 5.82 -3.89 -0.52 0.0289
C 5.15 -5.05 -1.38 -0.4501
C 4.88 -6.42 -0.54 -1.1352
C 2.89 -3.29 0.42 0.4050
C 3.15 -4.19 1.72 -0.6099
C 2.38 -3.67 3.05 -0.4337
C 1.09 -4.60 3.36 -0.6118
O 0.27 -3.81 4.29 -0.5716
C 3.35 -0.02 -0.10 -0.7182
C 2.17 0.00 0.95 1.1545
C 0.71 0.39 0.34 -0.7866
O -0.27 -0.15 1.30 -0.3926
C -0.95 -1.28 0.74 -0.5270
C 6.21 -0.61 -1.15 -0.5022
C 7.65 -1.13 -1.44 -0.2657
O 7.80 -2.02 -2.60 -0.6110
C 8.54 -1.66 -0.22 -0.5740
N 9.03 -0.59 0.71 -0.5304
C 3.67 -2.15 -2.38 1.4105
C 4.43 -2.51 -3.67 -0.5017
C 3.68 -2.62 -4.97 -0.2403
N 2.32 -2.42 -5.29 -0.6106
C 1.66 -2.10 -4.08 -0.2990
C 2.18 -1.96 -2.68 -0.3141
H 7.33 1.92 4.83 0.2825
H 6.84 0.12 4.89 0.2735
H 8.47 0.72 4.09 0.3158
H 6.51 2.28 2.73 0.4826
H 7.15 0.74 2.01 -0.0027
H 4.61 1.01 3.96 0.3365
H 4.47 1.26 2.16 0.0958
H 5.23 -1.30 3.90 0.5501
H 3.67 -1.16 3.02 -0.3614
H 6.61 -1.29 1.72 -0.7578
H 5.73 -2.80 2.18 0.2587
H 5.94 -4.29 0.55 0.4023
H 6.87 -3.75 -0.91 -0.0549
H 5.89 -5.35 -2.20 0.4309
H 4.18 -4.81 -1.91 0.1346
H 4.02 -7.01 -1.02 0.2411
H 5.81 -7.06 -0.70 0.3400
H 4.73 -6.24 0.57 0.2450
H 1.88 -2.74 0.43 -0.6799
H 2.73 -4.05 -0.44 0.4878
H 2.66 -5.21 1.51 0.6383
H 4.23 -4.42 1.96 0.0808
H 3.09 -3.84 3.93 0.1949
H 1.97 -2.62 2.97 0.1582
H 0.45 -4.76 2.44 0.2877
H 1.36 -5.55 3.91 0.3017
H -0.32 -3.22 3.79 0.2962
H 2.89 0.22 -1.13 0.5302
H 4.13 0.81 0.06 0.4262
H 1.99 -0.91 1.59 -0.8528
H 2.37 0.86 1.69 0.1337
H 0.50 -0.09 -0.66 0.2424
H 0.55 1.52 0.33 0.3519
H -1.74 -1.60 1.51 0.2575
H -1.54 -1.03 -0.21 0.2608
H -0.28 -2.20 0.60 0.1373
H 5.78 -0.17 -2.12 0.5002
H 6.29 0.29 -0.44 0.3078
H 8.25 -0.19 -1.79 0.4018
H 8.33 -2.78 -2.30 0.3605
H 9.47 -2.24 -0.57 0.3083
H 7.97 -2.42 0.45 0.2710
H 10.02 -0.45 0.46 0.2852
H 8.96 -0.94 1.68 0.1983
H 5.54 -2.72 -3.64 0.2185
H 4.32 -2.93 -5.88 0.2691
H 0.54 -1.91 -4.22 0.2642
H 1.45 -1.73 -1.83 0.0702
C -5.10 4.89 -3.94 -0.5576
C -5.95 5.77 -3.29 -0.2808
C -5.79 6.02 -1.93 -0.6363
C -4.78 5.37 -1.21 0.4766
C -3.94 4.47 -1.86 -0.1418
C -4.09 4.24 -3.23 -0.5409
C -2.90 3.74 -1.11 0.6756
O -2.16 2.96 -1.67 -0.6863
C -2.77 3.98 0.35 -0.2453
C -1.83 3.26 1.08 -0.3453
C -1.69 3.48 2.45 -0.3970
C -2.49 4.43 3.08 -0.5553
C -3.43 5.15 2.36 -0.6370
C -3.58 4.92 0.99 0.7241
C -4.61 5.66 0.23 0.3564
O -5.31 6.49 0.78 -0.6899
H -5.22 4.70 -5.00 0.4045
H -6.75 6.27 -3.84 0.4186
H -6.46 6.71 -1.42 0.3875
H -3.43 3.55 -3.74 0.4885
H -1.20 2.52 0.60 0.4652
H -0.96 2.92 3.02 0.4970
H -2.38 4.61 4.15 0.3980
H -4.05 5.89 2.86 0.4719
C -12.84 -0.08 -2.65 -0.4532
C -12.74 1.06 -3.44 -0.4753
C -11.74 1.99 -3.19 -0.5038
C -10.85 1.80 -2.13 0.2445
C -10.97 0.67 -1.33 0.1238
C -11.96 -0.28 -1.59 -0.5835
C -10.06 0.47 -0.17 0.7286
O -10.16 -0.52 0.53 -0.6707
C -9.03 1.49 0.12 0.1667
C -8.21 1.35 1.23 -0.6765
C -7.23 2.30 1.50 -0.8052
C -7.07 3.40 0.65 0.1128
C -7.89 3.55 -0.45 -0.6947
C -8.88 2.60 -0.72 0.0261
C -9.78 2.79 -1.89 0.4785
O -9.64 3.75 -2.62 -0.6811
H -13.61 -0.81 -2.85 0.3897
H -13.43 1.22 -4.26 0.3948
H -11.66 2.88 -3.81 0.4500
H -12.05 -1.17 -0.98 0.4578
H -8.32 0.50 1.89 0.4632
H -6.59 2.19 2.37 0.4710
H -6.30 4.14 0.86 0.4389
H -7.76 4.40 -1.11 0.5435
```

Computed properties:
Total charge   -1
Multiplicity   1
Strongest force on any atom   5.73 eV/A


4.
Molecular formula: C52H65NO4PS
Method: DFT, the ωB97M-V functional and the def2-TZVPD basis

Structure (XYZ):
```
124
Properties=species:S:1:pos:R:3:mulliken_charge:R:1
C 4.50 1.90 1.51 -0.3565
O 4.77 3.21 1.07 -0.5031
C 3.84 3.64 0.08 0.9110
C 3.16 4.96 0.49 -1.1306
C 1.66 4.97 0.15 0.0517
C 0.73 4.91 1.36 -1.1647
C -0.74 4.71 0.94 -0.8492
C -1.23 3.25 0.86 1.4486
P -2.90 2.97 1.76 0.4945
O -3.66 4.30 1.26 -0.5154
O -2.45 3.39 3.25 -0.6054
C -1.55 2.82 -0.59 -1.7798
N -0.92 1.49 -0.88 0.3748
C 0.54 1.60 -0.63 -1.5185
C 0.73 1.76 0.88 1.3987
S 1.01 0.08 1.56 -0.0619
O -0.40 2.30 1.53 -0.5729
H 3.53 1.88 2.03 0.1639
H 4.46 1.20 0.67 0.0784
H 5.27 1.60 2.22 0.3687
H 3.07 2.88 -0.05 -0.7332
H 4.38 3.80 -0.85 0.3473
H 3.29 5.09 1.57 0.4134
H 3.65 5.79 0.00 0.2073
H 1.42 4.13 -0.52 -0.3285
H 1.41 5.87 -0.42 0.6197
H 1.06 4.13 2.05 0.4110
H 0.81 5.86 1.90 0.5475
H -1.37 5.27 1.63 0.4649
H -0.89 5.19 -0.03 0.3360
H -3.58 5.03 1.88 0.3426
H -1.49 3.44 3.38 0.3937
H -1.16 3.51 -1.33 0.3321
H -2.62 2.72 -0.74 0.4867
H -1.31 0.78 -0.24 -0.0230
H -1.09 1.22 -1.85 0.4463
H 1.07 0.72 -0.98 0.8413
H 0.91 2.46 -1.18 0.3103
H 1.63 2.34 1.07 -0.8586
H 0.12 0.10 2.55 0.1554
C -2.84 -3.22 1.20 -0.8255
C -3.67 -3.63 2.23 -0.6723
C -4.11 -2.71 3.17 -0.5207
C -3.74 -1.38 3.08 -0.7036
C -2.92 -0.96 2.04 0.7389
C -2.47 -1.88 1.11 -0.4649
H -2.50 -3.93 0.46 0.6727
H -3.96 -4.66 2.31 0.5945
H -4.76 -3.04 3.98 0.4890
H -4.10 -0.66 3.81 0.4512
H -2.64 0.08 1.96 -0.0280
H -1.82 -1.56 0.29 0.2394
C 5.49 0.87 -3.51 -0.6341
C 4.71 1.62 -4.38 -0.5683
C 3.34 1.70 -4.18 -0.7133
C 2.75 1.03 -3.11 -0.1360
C 3.54 0.28 -2.25 -0.1491
C 4.91 0.20 -2.44 -0.6427
H 6.56 0.80 -3.67 0.4475
H 5.17 2.14 -5.21 0.4725
H 2.72 2.28 -4.86 0.4687
H 1.68 1.09 -2.96 0.3642
H 3.08 -0.24 -1.42 0.6140
H 5.52 -0.38 -1.77 0.4755
C 2.32 -4.55 -3.78 -0.1891
C 2.73 -3.26 -3.48 -0.5891
C 2.85 -2.31 -4.48 0.1822
C 2.56 -2.65 -5.80 -0.5793
C 2.15 -3.94 -6.10 -0.3556
C 2.03 -4.89 -5.10 -0.5539
H 2.21 -5.28 -2.99 0.3456
H 2.95 -2.99 -2.45 0.3961
H 3.16 -1.31 -4.23 0.2578
H 2.65 -1.91 -6.58 0.3850
H 1.93 -4.21 -7.13 0.3822
H 1.71 -5.89 -5.34 0.3785
C -4.39 -5.45 8.31 -0.4331
C -3.02 -5.22 8.24 -0.3339
C -2.40 -5.11 7.00 -0.5701
C -3.15 -5.22 5.84 -0.0742
C -4.52 -5.46 5.91 -0.4651
C -5.14 -5.57 7.15 -0.4016
H -4.87 -5.55 9.27 0.3670
H -2.44 -5.13 9.14 0.3686
H -1.34 -4.93 6.94 0.3638
H -2.67 -5.13 4.87 0.4281
H -5.10 -5.55 5.00 0.3943
H -6.20 -5.76 7.21 0.3651
C 4.75 6.44 -4.50 -0.4642
C 3.99 6.29 -3.34 -0.0402
C 3.68 7.41 -2.58 -0.0351
C 4.12 8.66 -2.96 -0.6211
C 4.88 8.81 -4.11 -0.3841
C 5.19 7.70 -4.88 -0.5014
H 5.00 5.57 -5.10 0.4052
H 3.64 5.31 -3.05 0.3602
H 3.09 7.29 -1.68 0.1694
H 3.88 9.53 -2.36 0.3820
H 5.22 9.79 -4.41 0.3644
H 5.79 7.81 -5.77 0.3761
C -5.61 -1.32 -0.43 -0.2182
C -6.19 -2.52 -0.83 -0.4097
C -7.54 -2.74 -0.62 -0.5122
C -8.32 -1.76 -0.01 -0.3571
C -7.74 -0.57 0.40 -0.5835
C -6.39 -0.35 0.19 -0.1727
H -4.56 -1.15 -0.58 0.3216
H -5.59 -3.27 -1.31 0.3863
H -8.00 -3.67 -0.93 0.3778
H -9.38 -1.94 0.16 0.3854
H -8.35 0.19 0.88 0.3847
H -5.93 0.58 0.52 0.4031
C 0.87 -5.07 1.06 -0.5723
C -0.34 -5.67 1.37 -0.3443
C -0.65 -6.92 0.87 -0.4377
C 0.25 -7.58 0.04 -0.4235
C 1.46 -6.99 -0.27 -0.5117
C 1.77 -5.73 0.23 -0.3817
H 1.12 -4.10 1.46 0.4442
H -1.04 -5.16 2.03 0.5866
H -1.60 -7.39 1.11 0.3810
H 0.01 -8.56 -0.35 0.3834
H 2.17 -7.50 -0.91 0.4468
H 2.72 -5.27 -0.01 0.4292
```

Computed properties:
Total charge   +1
Multiplicity   1
Strongest force on any atom   0.64 eV/A


We obtain orbital gap values of 6.44, 7.32, 5.01, 7.73 eV for the records listed above, in that order.
We obtain LUMO values of -3.6, -2.4, 0.0, -3.0 eV for the records listed above, in that order.